Entry 1:
This record from the Open Molecules 2025 dataset describes a single C8H8N2S2 molecule in a non-equilibrium geometry. The level of theory is the ωB97M-V functional and the def2-TZVPD basis.

The geometry in XYZ format:
```
20
Properties=species:S:1:pos:R:3:forces:R:3:mulliken_charge:R:1
C 1.6742 -2.2828 -0.7098 0.1 -1.8 -2.6 -0.18
C 0.1780 0.7849 -1.0765 1.6 1.4 -1.7 -0.52
C -0.8877 0.1713 -0.5814 -1.0 -0.3 0.2 0.62
C 2.5206 0.5288 0.0896 -1.0 -0.6 -0.8 -0.03
C 2.3571 -0.7113 0.9703 1.8 0.7 1.2 -0.61
C 1.2844 -1.1123 -0.0083 -2.3 0.3 2.0 1.04
C -2.8490 0.7895 0.8325 2.2 -2.6 0.7 -1.24
C -2.3326 0.5647 -0.6165 0.2 0.4 2.6 -0.81
N 1.8992 -3.1456 -1.4465 0.0 0.6 1.0 -0.48
N 1.3829 0.1581 -0.6786 1.3 -0.3 0.3 0.08
S 3.5696 1.6850 -0.1804 0.6 0.8 0.3 -0.34
S -0.5194 -1.2302 0.4614 0.5 0.1 -0.1 -0.22
H 0.3821 1.6424 -1.8361 -1.1 -1.5 1.7 0.30
H 3.1800 -1.3996 1.0848 0.7 -0.3 -0.9 0.33
H 2.2891 -0.4940 2.0452 -1.5 0.3 -0.3 0.27
H -2.7742 -0.1485 1.5026 -0.5 1.3 -1.3 0.26
H -3.6967 1.3403 1.0464 -2.6 0.4 -0.5 0.45
H -2.1696 1.4410 1.2796 1.8 1.0 0.9 0.39
H -2.4438 1.4571 -1.1259 0.1 2.1 -1.1 0.32
H -3.0443 -0.0389 -1.0525 -0.8 -2.2 -1.4 0.36
```
Positions in Å, forces in eV/Å.

As for the structure (SMILES): CCC1=CN2C(=S)C[C@@]2(C#N)S1. As for the HOMO energy: -8.574 eV. The charge is 0. The value obtained for the calculated total energy is -33073.072 eV. The energy relative to the best compared isomer or geometry (same formula, charge and spin) is 3.558 eV.

Entry 2:
This record from the Open Molecules 2025 dataset describes a molecular structure, C71H56BrCl5F4O6PS2Ti in a non-equilibrium geometry. The level of theory is the ωB97M-V functional and the def2-TZVPD basis.

The geometry in XYZ format:
```
147
Properties=species:S:1:pos:R:3:forces:R:3:mulliken_charge:R:1
Ti -0.2108 -0.4216 -0.7434 0.3 0.2 -0.9 -1.11
F 1.2194 6.2312 6.0601 0.0 0.0 0.1 -0.31
C 0.7377 5.3101 5.2245 0.0 0.0 -0.1 0.59
C -0.6255 5.1490 5.0822 0.0 -0.1 0.0 0.27
F -1.4584 5.8957 5.8092 0.0 0.1 0.0 -0.32
C -1.1120 4.2081 4.1912 0.0 0.0 0.2 0.24
F -2.4404 4.1300 4.0875 0.0 0.0 0.0 -0.38
C -0.2827 3.3873 3.4410 0.0 0.4 -0.6 0.05
P -0.9513 2.3196 2.0337 0.0 0.2 0.4 0.73
C -1.9023 3.6927 1.2486 0.0 0.0 0.1 1.17
C -3.2550 3.7306 0.9294 0.0 0.0 0.0 -0.04
C -3.7961 4.8192 0.2569 0.0 0.0 0.0 -0.72
C -2.9946 5.8867 -0.1148 0.0 0.0 0.0 -0.88
C -1.6370 5.8519 0.1738 0.0 0.0 0.0 -0.73
C -1.1013 4.7648 0.8439 0.0 0.0 0.0 -0.96
C -2.0211 1.2934 3.1194 0.0 0.0 0.1 1.27
C -1.2679 0.3697 3.8479 0.0 0.0 0.0 -0.77
C -1.8733 -0.4863 4.7524 0.0 0.0 0.0 -0.51
C -3.2485 -0.4466 4.9328 0.0 0.0 0.0 -0.94
C -4.0056 0.4621 4.2111 0.0 0.0 0.0 -0.63
C -3.3964 1.3323 3.3176 0.0 0.0 0.0 -0.47
C 1.0904 3.5778 3.6034 0.1 -0.3 0.2 0.02
Br 2.3413 2.4681 2.7218 0.0 0.0 0.0 0.09
C 1.5956 4.5151 4.4880 0.0 0.0 0.0 0.12
F 2.9104 4.6847 4.6583 0.0 0.0 0.0 -0.34
H -3.9014 2.8995 1.1658 0.0 0.0 0.0 -0.32
H -4.8501 4.8174 0.0087 0.0 0.0 0.0 0.51
H -3.4216 6.7337 -0.6368 0.0 0.0 0.0 0.36
H -0.9937 6.6713 -0.1247 0.0 0.0 0.0 0.44
H -0.0372 4.7478 1.0627 0.0 0.0 0.0 0.36
H -0.1943 0.3098 3.6932 0.0 0.0 0.0 0.21
H -1.2657 -1.1908 5.3042 0.0 0.0 0.0 0.42
H -3.7280 -1.1222 5.6304 0.0 0.0 0.0 0.36
H -5.0799 0.5029 4.3411 0.0 0.0 0.0 0.49
H -4.0173 2.0470 2.8020 0.0 0.0 0.0 0.26
C 0.2169 -4.7634 -6.1016 0.0 0.0 0.0 -1.86
C 0.2654 -4.7668 -4.5864 -0.1 -0.1 -0.1 1.37
C 0.4825 -6.1571 -4.0106 0.0 0.0 0.0 -1.65
O 1.3020 -3.9070 -4.1357 0.0 0.0 0.0 -0.39
C 0.7417 -2.8405 -3.3675 0.0 0.1 -0.1 -0.17
C -0.6490 -3.3819 -3.0010 0.0 0.0 0.1 0.25
O -0.9495 -4.2254 -4.1081 0.0 0.0 0.0 -0.40
C -1.7662 -2.3235 -2.7873 0.2 0.0 0.0 1.50
O -1.4209 -1.6447 -1.6415 0.3 0.3 0.3 0.89
C -1.8380 -1.4265 -4.0311 0.1 -0.1 -0.1 -0.36
C -1.3351 -0.1343 -4.0239 0.0 0.0 0.0 0.03
C -1.3495 0.6529 -5.1697 0.0 0.0 0.0 -0.83
C -1.8437 0.1436 -6.3590 0.0 0.0 0.0 -0.91
C -2.3285 -1.1593 -6.3881 0.0 0.0 0.0 -1.10
C -2.3340 -1.9297 -5.2372 0.1 0.0 0.0 0.39
C -3.1296 -2.9727 -2.4919 0.1 0.0 0.0 -0.09
C -3.2002 -4.0655 -1.6310 0.0 -0.1 0.0 -0.28
C -4.4219 -4.5731 -1.2194 0.0 0.0 0.0 -0.98
C -5.6049 -3.9949 -1.6598 0.0 0.0 0.0 -0.70
C -5.5488 -2.8946 -2.4998 0.0 0.0 0.0 -0.90
C -4.3206 -2.3841 -2.9037 0.0 0.0 0.0 -0.12
C 1.7287 -2.4399 -2.2242 0.1 -0.1 -0.1 1.52
O 1.2889 -1.2890 -1.6077 -0.3 0.0 0.0 0.03
C 3.0898 -2.0342 -2.8351 0.0 0.1 0.0 0.07
C 4.3099 -2.3706 -2.2594 0.0 0.0 0.0 -0.15
C 5.5042 -1.8573 -2.7557 0.0 0.0 0.0 -0.97
C 5.5016 -0.9860 -3.8316 0.0 0.0 0.0 -0.92
C 4.2861 -0.6149 -4.3962 0.0 0.0 0.0 -0.70
C 3.0995 -1.1230 -3.8942 0.0 -0.1 -0.1 -0.48
C 1.8464 -3.6369 -1.2700 -0.1 -0.1 -0.1 1.50
C 1.0842 -3.6823 -0.1091 0.0 0.0 0.1 -0.32
C 1.0813 -4.8055 0.7077 0.0 0.0 0.0 -0.82
C 1.8503 -5.9129 0.3799 0.0 0.0 0.0 -0.98
C 2.6101 -5.8862 -0.7813 0.0 0.0 0.0 -1.48
C 2.5990 -4.7649 -1.5999 -0.1 0.0 0.0 0.20
H 1.1569 -5.1417 -6.5047 0.0 0.0 0.0 0.37
H 0.0575 -3.7440 -6.4537 0.0 0.0 0.0 0.42
H -0.6029 -5.3934 -6.4499 0.0 0.0 0.0 0.36
H 1.4594 -6.5404 -4.3101 0.0 0.0 0.0 0.34
H -0.2962 -6.8304 -4.3714 0.0 0.0 0.0 0.44
H 0.4438 -6.1175 -2.9219 0.0 0.0 0.0 0.25
H 0.6124 -1.9666 -4.0109 0.0 0.0 0.0 0.25
H -0.5748 -3.9733 -2.0862 0.0 0.0 0.0 0.19
H -0.9057 0.2802 -3.1239 -0.1 0.0 0.1 0.10
H -0.9765 1.6692 -5.1214 0.0 0.0 0.0 0.39
H -1.8449 0.7485 -7.2577 0.0 0.0 0.0 0.43
H -2.7077 -1.5761 -7.3138 0.0 0.0 0.0 0.43
H -2.7143 -2.9414 -5.2703 0.0 0.0 0.0 0.56
H -2.2910 -4.5196 -1.2575 0.0 0.0 0.0 0.24
H -4.4487 -5.4124 -0.5347 0.0 0.0 0.0 0.42
H -6.5607 -4.3869 -1.3340 0.0 0.0 0.0 0.40
H -6.4619 -2.4151 -2.8317 0.0 0.0 0.0 0.41
H -4.2985 -1.5025 -3.5319 0.0 0.0 0.0 0.49
H 4.3450 -3.0227 -1.3965 0.0 0.0 0.0 0.30
H 6.4373 -2.1397 -2.2823 0.0 0.0 0.0 0.44
H 6.4316 -0.5861 -4.2181 0.0 0.0 0.0 0.40
H 4.2623 0.0795 -5.2286 0.0 0.0 0.0 0.42
H 2.1635 -0.7939 -4.3281 0.0 0.0 0.0 0.30
H 0.4749 -2.8320 0.1557 0.0 0.0 0.0 0.06
H 0.4709 -4.8132 1.6036 0.0 0.0 0.0 0.38
H 1.8507 -6.7897 1.0163 0.0 0.0 0.0 0.47
H 3.2078 -6.7462 -1.0603 0.0 0.0 0.0 0.43
H 3.1608 -4.7787 -2.5240 0.0 0.0 0.0 0.50
Cl -2.4949 -1.4697 1.2177 -0.3 0.2 0.0 -0.32
C -3.1477 -0.1524 0.2500 0.1 -0.1 0.2 1.47
C -2.2710 0.7124 -0.4122 0.0 -0.7 -0.4 -1.79
C -2.9003 1.6077 -1.2575 0.1 0.3 -0.1 1.42
Cl -1.9310 2.7913 -2.1428 0.0 -0.1 0.1 -0.29
C -4.2793 1.6758 -1.4583 0.0 0.1 0.0 -0.16
Cl -4.9852 2.7973 -2.5712 0.0 0.0 0.0 -0.22
C -5.1040 0.8331 -0.7243 0.0 0.0 0.1 0.11
Cl -6.8208 0.9233 -0.8944 0.0 0.0 0.0 -0.24
C -4.5346 -0.0863 0.1563 0.0 0.1 0.0 0.09
Cl -5.5573 -1.1243 1.0815 0.0 0.0 0.0 -0.18
O 0.3336 -0.4838 0.7859 -1.0 0.0 0.7 0.95
S 2.6958 -0.8037 1.2497 0.8 -0.6 0.4 1.16
C 4.2333 -1.7003 1.3130 0.4 0.1 -0.1 0.10
C 4.2561 -3.0670 1.5965 0.0 0.0 0.0 -0.27
C 5.4506 -3.7666 1.5895 0.0 0.0 0.0 -0.58
C 6.6485 -3.1204 1.3003 0.0 0.0 0.0 -0.68
C 6.6326 -1.7676 0.9966 0.0 -0.1 -0.1 -0.62
C 5.4310 -1.0699 0.9887 0.0 0.1 0.0 -0.35
C 2.1987 -1.3042 2.8959 -0.2 0.0 0.0 -0.21
C 2.9600 -0.9269 3.9987 0.0 0.1 0.0 -0.49
C 2.6493 -1.3992 5.2643 0.0 0.0 0.0 -0.94
C 1.5791 -2.2666 5.4406 0.0 0.0 0.0 -0.51
C 0.8050 -2.6276 4.3465 0.0 0.0 0.0 -0.75
C 1.0997 -2.1338 3.0832 0.0 0.0 0.0 0.20
H 3.3306 -3.5838 1.8191 0.0 0.0 0.0 0.29
H 5.4455 -4.8268 1.8122 0.0 0.0 0.0 0.43
H 7.5833 -3.6668 1.3205 0.0 0.0 0.0 0.36
H 7.5574 -1.2495 0.7722 0.0 0.0 0.0 0.45
H 5.4252 -0.0122 0.7485 0.0 0.0 0.0 0.32
H 3.8081 -0.2676 3.8549 0.0 0.0 0.0 0.44
H 3.2495 -1.0947 6.1132 0.0 0.0 0.0 0.43
H 1.3487 -2.6545 6.4255 0.0 0.0 0.0 0.39
H -0.0347 -3.3011 4.4723 0.0 0.0 0.0 0.45
H 0.4775 -2.3709 2.2345 0.0 0.0 0.0 -0.06
O 0.6999 1.2787 -1.3791 -0.3 0.2 -0.3 -0.98
S 1.4784 2.4497 -0.8211 0.0 -0.3 -0.1 0.93
C 3.2148 1.9231 -0.9747 0.1 0.0 0.0 0.83
C 3.7558 2.4655 -2.2928 0.0 0.1 0.0 -0.37
C 3.0751 3.8181 -2.4977 0.0 -0.1 0.0 -0.91
C 1.5950 3.5527 -2.2581 0.0 0.3 0.0 -0.67
H 3.1777 0.8347 -0.9185 0.0 0.0 0.0 -1.29
H 3.7457 2.3173 -0.1062 0.0 0.0 0.0 0.48
H 3.4958 1.7817 -3.1025 0.0 0.0 0.0 -0.12
H 4.8425 2.5501 -2.2640 0.0 0.0 0.0 0.52
H 3.2443 4.2283 -3.4938 0.0 0.0 0.0 0.47
H 3.4518 4.5430 -1.7702 0.0 0.0 0.0 0.31
H 1.1428 2.9760 -3.0665 0.0 0.0 0.0 0.07
H 0.9941 4.4414 -2.0685 0.0 0.0 0.0 0.46
```
Positions in Å, forces in eV/Å.

As for the HOMO energy: -5.559 eV. The charge is -1. The value obtained for the calculated total energy is -284425.593 eV. The energy relative to the best compared isomer or geometry (same formula, charge and spin) is 0.277 eV.

Entry 3:
This record from the Open Molecules 2025 dataset describes a molecular structure, C33H28F5LuN5O3P2S4 in a non-equilibrium geometry. The level of theory is the ωB97M-V functional and the def2-TZVPD basis.

The geometry in XYZ format:
```
81
Properties=species:S:1:pos:R:3:forces:R:3:mulliken_charge:R:1
Lu -0.6883 -0.4214 -0.0744 -1.6 0.5 -0.2 1.74
C 0.7834 2.6961 2.5546 0.0 0.1 0.0 -1.51
P -0.7148 2.2299 1.5990 0.0 -0.3 0.1 2.01
C -1.0535 3.8320 0.7876 0.0 0.2 0.1 -1.87
C -1.9883 2.1592 2.9195 0.0 0.1 0.0 0.05
C -2.6405 3.3017 3.3719 -0.1 0.0 0.0 -0.87
C -3.6626 3.2180 4.3096 0.1 -0.1 0.0 -0.86
C -4.0340 1.9790 4.8092 0.0 0.0 -0.1 -0.79
C -3.3773 0.8331 4.3756 -0.1 0.1 0.1 -0.71
C -2.3560 0.9076 3.4356 0.1 0.0 0.0 -0.18
P -1.4457 -0.5713 2.8410 0.0 0.1 0.0 2.20
C -0.1018 -0.6687 4.1022 0.0 -0.1 0.0 -1.63
C -2.4831 -1.9666 3.3829 0.0 0.0 0.2 -2.12
H 0.5322 3.4837 3.2674 0.1 0.0 0.0 0.50
H 1.5380 3.0697 1.8590 0.0 -0.1 0.0 0.46
H 1.2158 1.8428 3.0748 -0.1 0.0 0.0 0.26
H -0.8467 4.6617 1.4666 0.0 0.0 0.0 0.63
H -2.0878 3.8950 0.4519 0.0 0.0 0.0 0.40
H -0.4046 3.9342 -0.0822 0.0 0.0 0.1 0.28
H -2.3722 4.2726 2.9734 0.0 0.0 0.0 0.31
H -4.1709 4.1169 4.6366 0.0 0.0 0.0 0.42
H -4.8389 1.9004 5.5301 0.0 0.0 0.0 0.40
H -3.6831 -0.1292 4.7680 0.0 0.0 0.0 0.31
H -0.4082 -0.1545 5.0133 0.0 0.0 0.0 0.42
H 0.8357 -0.2503 3.7375 -0.1 0.0 0.0 0.24
H 0.0776 -1.7207 4.3332 0.0 0.0 -0.1 0.52
H -2.5913 -1.9862 4.4691 0.0 -0.1 0.0 0.57
H -1.9862 -2.8828 3.0608 0.0 0.0 0.0 0.44
H -3.4600 -1.9355 2.9065 0.0 0.1 0.0 0.44
S -2.9751 4.9671 -3.3013 0.1 -0.2 0.0 -0.34
C -2.7975 3.5536 -2.4360 0.2 0.3 0.2 0.18
S -4.0479 2.9254 -1.4150 -0.5 0.0 0.1 -0.17
C -3.0163 1.6488 -0.8416 -0.1 -0.2 0.1 0.16
N -1.8334 1.7055 -1.3682 0.2 0.2 -0.1 0.19
N -1.7216 2.7603 -2.2705 0.4 -0.3 0.0 -0.17
C -0.4527 2.8780 -2.9309 -0.3 0.1 0.1 0.10
C -0.3978 3.1183 -4.2921 0.0 0.0 -0.2 -0.30
C 0.8391 3.1578 -4.9194 0.0 0.0 0.0 -0.69
C 2.0076 2.9588 -4.1961 -0.1 0.0 0.1 -0.59
C 1.9373 2.7276 -2.8280 0.0 0.0 -0.1 -0.97
C 0.7054 2.6919 -2.1944 0.1 -0.1 0.1 1.16
S -3.4466 0.4276 0.2781 0.2 0.1 -0.3 -0.28
H -1.3100 3.2568 -4.8558 0.0 0.0 0.0 0.41
H 0.8809 3.3236 -5.9885 0.0 0.0 0.0 0.37
H 2.9665 2.9718 -4.6981 0.0 0.0 0.0 0.39
H 2.8357 2.5539 -2.2479 0.0 0.0 0.0 0.40
H 0.6521 2.4809 -1.1366 0.0 -0.1 0.0 -0.50
F 0.4955 -2.9899 -1.1356 0.0 -0.1 0.1 -0.06
C -0.6573 -3.5262 -0.6387 0.3 -0.2 -0.2 0.63
C -1.6369 -2.6853 -0.1764 0.4 0.5 0.1 -0.54
C -2.7570 -3.3286 0.2774 -0.5 -0.2 0.1 0.42
F -3.8398 -2.6483 0.7461 0.2 0.1 0.0 -0.42
C -2.9055 -4.7046 0.2913 -0.1 -0.1 0.0 0.02
F -4.0297 -5.2885 0.7460 0.1 0.0 0.0 -0.34
C -1.8764 -5.4981 -0.1770 0.0 -0.2 0.0 0.94
F -2.0017 -6.8357 -0.1817 0.0 0.1 0.0 -0.34
C -0.7245 -4.9053 -0.6557 0.0 -0.1 0.0 -0.41
F 0.2779 -5.6698 -1.1142 0.0 0.0 0.0 -0.32
C 6.1785 -3.3393 -2.4247 0.0 0.0 0.0 -1.56
C 5.1379 -2.6473 -1.5828 0.0 0.0 0.0 1.07
C 3.9683 -2.1633 -2.1601 0.0 0.0 0.0 -0.83
C 3.0118 -1.5153 -1.3969 0.1 0.0 0.1 -0.48
C 3.2369 -1.3478 -0.0353 0.2 -0.2 -0.2 -0.38
C 4.4002 -1.8129 0.5677 -0.1 0.0 -0.2 -0.64
C 5.3387 -2.4641 -0.2158 0.1 0.0 0.0 -0.69
S 2.0117 -0.5589 0.9270 -0.1 0.0 -0.4 1.80
O 1.3906 0.4478 0.0172 0.5 0.1 0.2 -0.41
O 2.6476 -0.0302 2.0953 0.0 0.1 0.3 -0.69
O 0.9155 -1.5307 1.1832 0.4 0.1 0.1 -0.61
H 5.7685 -3.6411 -3.3881 0.0 0.0 0.0 0.36
H 6.5631 -4.2296 -1.9245 0.0 0.0 0.0 0.37
H 7.0279 -2.6792 -2.6172 0.0 0.0 0.0 0.31
H 3.7954 -2.2965 -3.2221 0.0 0.0 0.0 0.41
H 2.1064 -1.1387 -1.8568 0.0 0.0 0.0 0.18
H 4.5599 -1.6602 1.6262 0.0 0.0 0.0 0.50
H 6.2481 -2.8364 0.2435 0.0 0.0 0.0 0.37
N 0.6174 -2.5869 -6.2092 0.0 0.0 0.0 -0.65
C 0.4324 -1.7369 -5.4435 0.0 0.0 0.2 0.47
N 0.2499 -0.6853 -4.6664 0.0 0.0 -0.2 -0.68
C -0.0528 -0.6904 -3.4328 0.1 0.0 -0.2 0.54
N -0.3107 -0.5307 -2.3035 0.0 -0.3 0.2 -0.78
```
Positions in Å, forces in eV/Å.

As for the HOMO energy: -5.499 eV. The charge is -1. The value obtained for the calculated total energy is -157401.513 eV. The energy relative to the best compared isomer or geometry (same formula, charge and spin) is 0.000 eV.